A | Density functional theory data (ωB97M-V/def2-TZVPD) for 2 unconnected molecules or ions with the total composition C4H5ClFP.

```
12
Properties=species:S:1:pos:R:3:nbo_charge:R:1
C 1.6358 -1.3592 0.0983 -0.22
C 1.6931 -1.6923 1.2577 -0.22
C 0.1669 1.2960 -1.2035 -0.36
C -0.6287 1.1197 -0.1665 -0.57
F -2.7516 0.6474 1.2581 -0.58
P -2.3126 0.3212 -0.2651 1.17
Cl -1.9021 -1.6469 0.1422 -0.31
H 1.3485 -1.1444 -0.8549 0.22
H 1.9492 -1.9794 2.1933 0.22
H 1.1184 1.8662 -1.1360 0.21
H -0.1259 1.0042 -2.1582 0.19
H -0.1911 1.5675 0.8347 0.24
```

The value obtained for the LUMO energy is 0.29 eV. The structure (SMILES) is C=CP(F)Cl.C#C. As for the molecular weight: 138.5 g/mol. As for the total charge: 0. For the gap between HOMO and LUMO, the calculation gives 10.07 eV. The HOMO energy comes out at -9.786 eV.

=====

B | Density functional theory data (ωB97M-V/def2-TZVPD) for a molecular structure, C4H5ClFP.

```
12
Properties=species:S:1:pos:R:3:nbo_charge:R:1
C 0.3900 -0.9088 0.4545 -0.17
C 0.6471 0.4540 1.0292 -0.25
C 0.8523 -0.3943 -0.8678 -0.47
C 0.9355 0.9674 -0.1705 -0.12
F -2.8844 1.0319 0.4191 -0.61
P -2.6040 0.0344 -0.8621 0.49
Cl -1.6063 -1.2759 0.3174 0.03
H 0.9321 -1.6916 0.9655 0.22
H 0.3693 1.1164 1.8330 0.22
H 1.7530 -0.8485 -1.1402 0.22
H 0.0382 -0.4226 -1.5865 0.22
H 1.1773 1.9376 -0.3916 0.20
```

The value obtained for the LUMO energy (spin up / spin down) is 0.17 / 0.17 eV. As for the molecular weight: 138.5 g/mol. As for the total charge: 0. For the gap between HOMO and LUMO (spin up / spin down), the calculation gives 7.42 / 7.42 eV. The HOMO energy (spin up / spin down) comes out at -7.252 / -7.252 eV.

=====

A wins, 169.1 kJ/mol ahead of the next structure.

=====

A | Density functional theory data (ωB97M-V/def2-TZVPD) for a single C3H4N2S2 molecule.

```
11
Properties=species:S:1:pos:R:3:nbo_charge:R:1
C -0.3420 0.3057 0.8906 0.12
C 0.4290 1.3153 0.0778 -0.67
C 0.0151 -1.2998 -0.8728 0.23
H 1.5088 1.1730 0.1794 0.25
H 0.1658 2.3013 0.5497 0.28
H -0.0109 -2.3735 -1.1665 0.20
H -0.8238 -1.6936 1.0271 0.44
N 0.2827 -0.5371 -1.8450 -0.56
N -0.4003 -0.9518 0.3822 -0.62
S -0.8607 0.5542 2.4364 -0.08
S 0.0363 1.2064 -1.6588 0.42
```

The value obtained for the LUMO energy is -0.35 eV. The structure (SMILES) is S=C1CSN=CN1. As for the molecular weight: 132.2 g/mol. As for the total charge: 0. For the gap between HOMO and LUMO, the calculation gives 8.36 eV. The HOMO energy comes out at -8.714 eV.

=====

B | Density functional theory data (ωB97M-V/def2-TZVPD) for a single C3H4N2S2 molecule.

```
11
Properties=species:S:1:pos:R:3:nbo_charge:R:1
C 0.3540 -1.0230 0.0599 0.11
C 0.6690 0.0243 1.0128 -0.63
C -0.6049 1.5313 -0.6734 -0.12
H -0.1671 0.1011 1.7280 0.25
H 1.5345 -0.2707 1.6419 0.28
H -1.0977 2.4673 -0.9249 0.22
H -0.8278 -1.5665 -1.3944 0.42
N -1.0904 0.4352 -1.1225 -0.25
N -0.4646 -0.7507 -0.9350 -0.40
S 0.8142 -2.5912 0.3604 -0.15
S 0.8808 1.6429 0.2474 0.27
```

The value obtained for the LUMO energy is -0.19 eV. The structure (SMILES) is S=C1CSC=NN1. As for the molecular weight: 132.2 g/mol. As for the total charge: 0. For the gap between HOMO and LUMO, the calculation gives 8.51 eV. The HOMO energy comes out at -8.699 eV.

=====

C | Density functional theory data (ωB97M-V/def2-TZVPD) for 2 unconnected molecules or ions with the total composition C3H4N2S2.

```
11
Properties=species:S:1:pos:R:3:nbo_charge:R:1
C -0.9006 0.3430 -0.4767 -0.45
C -1.8996 -1.0537 1.1987 -0.14
C -0.1572 0.0406 0.6113 -0.06
N -0.6647 -0.8000 1.5580 -0.40
N 2.4613 0.3302 -1.1280 -0.75
S -2.4284 -0.3949 -0.3207 0.44
S 1.4134 0.8137 0.9569 0.23
H -0.5184 0.7434 -1.4575 0.26
H -2.4318 -1.8508 1.6278 0.22
H 1.8138 1.0538 -1.4987 0.33
H 3.3123 0.7748 -1.0712 0.33
```

The value obtained for the LUMO energy (spin up / spin down) is -1.37 / -1.29 eV. As for the molecular weight: 132.2 g/mol. As for the total charge: 0. For the gap between HOMO and LUMO (spin up / spin down), the calculation gives 7.38 / 7.46 eV. The HOMO energy (spin up / spin down) comes out at -8.752 / -8.748 eV.

=====

D | Density functional theory data (ωB97M-V/def2-TZVPD) for a single C3H4N2S2 molecule.

```
11
Properties=species:S:1:pos:R:3:nbo_charge:R:1
C 0.5995 1.0183 -0.2106 -0.04
C 1.1351 0.4429 -1.2377 -0.46
C 0.1761 -1.5195 -0.0699 -0.36
N 0.0992 0.2980 0.8266 -0.23
N -1.2164 0.3400 1.1605 -0.62
S -0.8369 -2.5531 0.6225 0.07
S 1.2957 -1.3070 -1.3094 0.44
H 0.4363 2.0853 -0.2464 0.22
H 1.6377 1.1944 -1.9299 0.25
H -1.4276 -0.1794 1.9823 0.38
H -1.8989 0.1803 0.4122 0.35
```

The value obtained for the LUMO energy (spin up / spin down) is -0.18 / -0.18 eV. As for the molecular weight: 132.2 g/mol. As for the total charge: 0. For the gap between HOMO and LUMO (spin up / spin down), the calculation gives 7.82 / 7.82 eV. The HOMO energy (spin up / spin down) comes out at -8.001 / -8.002 eV.

=====

A wins, 39.6 kJ/mol ahead of the next structure.

=====

A | Density functional theory data (ωB97M-V/def2-TZVPD) for 2 unconnected molecules or ions with the total composition C5H4FN.

```
11
Properties=species:S:1:pos:R:3:nbo_charge:R:1
C -1.0571 0.8290 -0.4359 0.34
C -0.8802 -0.9599 1.2928 -0.34
C 1.6659 -0.2558 -1.1783 -0.41
C -1.1197 0.1037 0.6071 -0.19
C 1.7445 -0.3308 -0.0027 0.42
N -1.1098 1.9523 -0.8591 -0.61
F 2.0528 -0.1121 1.2106 -0.26
H -0.4983 -2.0223 0.9772 0.20
H -1.2008 -0.9979 2.2956 0.20
H 1.3534 -0.6877 -2.1078 0.24
H -0.9508 2.4814 -1.7996 0.41
```

The value obtained for the LUMO energy is 0.22 eV. The structure (SMILES) is C=C=C=N.C#CF. As for the molecular weight: 97.1 g/mol. As for the total charge: 0. For the gap between HOMO and LUMO, the calculation gives 8.46 eV. The HOMO energy comes out at -8.247 eV.

=====

B | Density functional theory data (ωB97M-V/def2-TZVPD) for 2 unconnected molecules or ions with the total composition C5H4FN.

```
11
Properties=species:S:1:pos:R:3:nbo_charge:R:1
C -1.1383 -0.8389 -0.8159 0.34
C -1.8404 0.2906 1.3923 -0.34
C 2.7883 0.0500 0.0953 -0.41
C -1.7049 -0.1780 0.1742 -0.19
C 1.9444 0.9047 -0.1511 0.43
N -0.8081 -1.0892 -2.0089 -0.62
F 1.0437 1.7053 -0.6113 -0.26
H -1.3899 -0.0273 2.3087 0.21
H -2.7249 1.0199 1.5198 0.20
H 3.7168 -0.3573 0.3441 0.24
H 0.1132 -1.4798 -2.2472 0.39
```

The value obtained for the LUMO energy is -0.12 eV. The structure (SMILES) is C=C=C=N.C#CF. As for the molecular weight: 97.1 g/mol. As for the total charge: 0. For the gap between HOMO and LUMO, the calculation gives 8.59 eV. The HOMO energy comes out at -8.710 eV.

=====

B wins, 70.0 kJ/mol ahead of the next structure.

=====

A | Density functional theory data (ωB97M-V/def2-TZVPD) for a gas-phase ion, C4H6NO (charge +1).

```
12
Properties=species:S:1:pos:R:3:mulliken_spin:R:1
C -0.9710 -1.2462 -0.1780 0.07
C 0.9064 0.2429 0.2910 0.00
C -0.0851 1.3029 -0.2357 0.06
C 0.3523 -1.0786 0.2142 0.49
N -1.7331 -0.2070 0.0204 1.00
O -1.3838 0.9841 0.2227 0.24
H -1.5276 -2.2487 -0.4106 0.02
H 1.7483 0.1887 -0.3472 0.04
H 1.4775 0.4361 1.1892 0.05
H 0.1793 2.3601 0.2046 0.00
H 0.0108 1.1814 -1.3137 0.00
H 1.0260 -1.9156 0.3432 0.03
```

The value obtained for the LUMO energy (spin up / spin down) is -3.58 / -8.60 eV. As for the expectation value of S²: 2.028. As for the molecular weight: 84.1 g/mol. As for the total charge: +1. For the gap between HOMO and LUMO (spin up / spin down), the calculation gives 10.72 / 8.10 eV. The HOMO energy (spin up / spin down) comes out at -14.299 / -16.694 eV. As for the spin multiplicity: 3.

=====

B | Density functional theory data (ωB97M-V/def2-TZVPD) for a gas-phase ion, C4H6NO (charge +1).

```
12
Properties=species:S:1:pos:R:3:mulliken_spin:R:1
C 0.8186 -1.3603 0.4867 0.64
C 0.2757 0.6293 -1.5155 0.05
C 0.0752 -0.5608 1.2184 0.64
C -0.5900 0.2145 -0.6114 0.00
N -0.5447 0.6406 0.7593 0.07
O 1.4524 -2.1512 -0.0449 0.51
H 1.0515 1.3468 -1.2988 0.00
H 0.2570 0.2413 -2.5185 0.01
H 0.0306 -0.8011 2.2771 0.06
H -1.3812 -0.4844 -0.8337 0.01
H -1.4675 0.7919 1.1888 -0.01
H 0.0224 1.4936 0.8925 0.02
```

The value obtained for the LUMO energy (spin up / spin down) is -3.69 / -7.71 eV. As for the expectation value of S²: 2.013. As for the molecular weight: 84.1 g/mol. As for the total charge: +1. For the gap between HOMO and LUMO (spin up / spin down), the calculation gives 7.25 / 7.96 eV. The HOMO energy (spin up / spin down) comes out at -10.940 / -15.668 eV. As for the spin multiplicity: 3.

=====

A wins, 40.1 kJ/mol ahead of the next structure.

=====

A | Density functional theory data (ωB97M-V/def2-TZVPD) for 2 unconnected molecules or ions with the total composition C2H6N3O2.

```
13
Properties=species:S:1:pos:R:3:nbo_charge:R:1
C 2.9446 -0.5116 -0.1536 -0.53
C -2.6718 0.8932 0.1396 -0.32
N -1.9888 -1.3778 0.0166 0.02
N 1.6609 -1.0570 0.4944 -0.38
N 0.5920 -0.4538 0.3977 0.13
O 0.3989 0.6880 -0.0473 -0.67
O -3.0345 -0.5693 0.1394 -0.39
H 2.9575 0.4496 -0.6109 0.18
H 3.0713 -1.0839 -1.0075 0.18
H 3.8706 -0.5665 0.4694 0.17
H -3.1950 1.2657 0.9388 0.17
H -3.0725 1.3026 -0.7623 0.16
H -1.5332 1.0208 -0.0143 0.29
```

The value obtained for the LUMO energy (spin up / spin down) is 3.98 / 3.99 eV. As for the molecular weight: 104.1 g/mol. As for the total charge: -1. For the gap between HOMO and LUMO (spin up / spin down), the calculation gives 6.38 / 6.36 eV. The HOMO energy (spin up / spin down) comes out at -2.397 / -2.376 eV.

=====

B | Density functional theory data (ωB97M-V/def2-TZVPD) for a molecular structure, C2H6N3O2.

```
13
Properties=species:S:1:pos:R:3:nbo_charge:R:1
C 2.7974 0.0803 0.2358 -0.45
C -2.8638 0.2474 0.1060 -0.25
N -0.6269 0.2444 -0.6336 -0.05
N 1.7076 0.7822 -0.1868 -0.55
N 0.3867 -0.4448 -0.4469 0.36
O 0.6659 -1.5921 -0.2779 -0.49
O -1.8866 -0.4713 -0.6059 -0.46
H 3.3871 0.6225 0.9052 0.18
H 3.4810 -0.2763 -0.7429 0.04
H 2.4953 -0.7886 0.7469 0.19
H -2.4283 1.1281 0.5197 0.19
H -3.4323 -0.1743 0.9964 0.16
H -3.6831 0.6425 -0.6160 0.14
```

The value obtained for the LUMO energy is 3.94 eV. As for the molecular weight: 104.1 g/mol. As for the total charge: -1. For the gap between HOMO and LUMO, the calculation gives 6.15 eV. The HOMO energy comes out at -2.212 eV.

=====

B wins, 4.8 kJ/mol ahead of the next structure.

=====

A | Density functional theory data (ωB97M-V/def2-TZVPD) for a gas-phase ion, C4H12NS2 (charge +1).

```
19
Properties=species:S:1:pos:R:3:nbo_charge:R:1
C -0.4454 -1.8005 0.5578 -0.67
C -0.8997 1.5329 0.5568 -0.41
C -0.8906 0.1777 -1.4682 -0.43
C 0.4761 -0.5465 0.5256 -0.12
N -0.1076 0.6151 -0.3278 -0.38
S 2.9228 0.8261 0.0491 -0.12
S 2.1598 -1.0052 -0.4465 0.10
H 0.0865 -2.5064 1.0357 0.25
H -0.7432 -2.1869 -0.4597 0.23
H -1.2255 -1.7909 1.1856 0.24
H -1.7108 1.0844 1.1251 0.25
H -0.1998 2.0235 1.2301 0.24
H -1.2528 2.2659 -0.0773 0.23
H -1.8714 0.0282 -1.2759 0.23
H -0.7318 0.9397 -2.3257 0.24
H -0.4741 -0.6562 -1.9381 0.24
H 0.8073 -0.4147 1.6172 0.27
H 0.6657 1.0975 -0.7521 0.45
H 3.4345 0.3163 1.1884 0.17
```

The value obtained for the LUMO energy is -3.27 eV. The structure (SMILES) is C[C@@H](SS)[NH+](C)C. As for the molecular weight: 138.3 g/mol. As for the total charge: +1. For the gap between HOMO and LUMO, the calculation gives 10.43 eV. The HOMO energy comes out at -13.694 eV.

=====

B | Density functional theory data (ωB97M-V/def2-TZVPD) for 2 unconnected molecules or ions with the total composition C4H12NS2.

```
19
Properties=species:S:1:pos:R:3:nbo_charge:R:1
C -0.6319 0.8389 1.8644 -0.09
C -0.0203 0.4163 2.9751 -0.33
N -1.3596 -0.1119 1.0153 -0.74
H -0.6415 1.8650 1.4611 0.25
H 0.4969 1.1478 3.5989 0.25
H -0.0056 -0.6451 3.3062 0.23
H -1.3460 -1.0680 1.4124 0.45
H -2.3306 0.1703 0.8322 0.45
H -0.8833 -0.2034 0.0982 0.47
C 1.4607 0.1108 -0.7737 -0.64
C 0.9269 0.2747 -2.2048 -0.54
S -0.8935 0.2238 -2.2659 0.11
S -1.2669 -1.7632 -1.7328 -0.19
H 1.1384 -0.8408 -0.2969 0.20
H 1.1429 0.9311 -0.1090 0.20
H 2.5596 0.1542 -0.7879 0.25
H 1.3448 -0.4520 -2.8812 0.24
H 1.2178 1.2722 -2.6073 0.25
H -0.9088 -2.3207 -2.9042 0.18
```

The value obtained for the LUMO energy is -3.19 eV. As for the molecular weight: 138.3 g/mol. As for the total charge: +1. For the gap between HOMO and LUMO, the calculation gives 9.77 eV. The HOMO energy comes out at -12.960 eV.

=====

B wins, 87.6 kJ/mol ahead of the next structure.